143
Properties=species:S:1:pos:R:3:mulliken_charge:R:1 method="wB97M-V/def2-TZVPD" e_homo_ev=-8.325 charge=0 smiles="O=S1(=O)OCCO1.O=S1(=O)OCCO1.O=S1(=O)OCCO1.O=S1(=O)OCCO1.O=S1(=O)OCCO1.CCN(CC)CC.CCN(CC)CC.CCN(CC)CC.CCN(CC)CC" relative_energy_kcal_mol=0.0
O 6.27673 -1.68304 -3.91540 -0.562
S 5.97946 -1.05075 -2.69199 1.067
O 6.70168 0.08361 -2.29728 -0.572
O 4.41164 -0.75921 -2.61041 -0.194
C 3.75568 -1.68497 -1.72662 0.526
C 4.82393 -2.08341 -0.72603 -0.115
O 5.99717 -2.14796 -1.54043 -0.360
H 2.88770 -1.15355 -1.34148 -0.427
H 3.40516 -2.55832 -2.28297 0.039
H 4.61391 -3.08074 -0.35022 0.180
H 4.94379 -1.38910 0.10529 0.346
O 4.59386 2.88608 1.79159 -0.611
S 3.78349 2.78756 2.93517 1.042
O 2.45413 2.31072 2.82820 -0.319
O 4.50464 1.94138 4.07136 -0.341
C 4.09622 2.44176 5.34614 0.311
C 3.63515 3.90623 5.12967 -0.237
O 3.80763 4.15883 3.72228 -0.402
H 3.28732 1.83795 5.75961 -0.229
H 4.94348 2.36535 6.02140 0.330
H 4.35293 4.55688 5.62310 0.312
H 2.61715 4.11456 5.44414 0.213
O -2.77038 3.24534 4.98073 -0.581
S -1.59776 3.75011 4.38355 0.946
O -0.50228 4.13425 5.19147 -0.602
O -1.08420 2.73475 3.24721 0.180
C -0.73561 3.40850 2.03295 0.535
C -0.92006 4.88789 2.32995 -0.399
O -1.94486 4.88584 3.33357 -0.366
H 0.26844 3.16839 1.68918 0.097
H -1.47621 3.05914 1.30789 -0.259
H -1.27103 5.48997 1.49741 0.317
H -0.03494 5.37290 2.74558 0.279
O 3.02860 -5.22837 2.08003 -0.646
S 2.26141 -4.13043 1.68007 0.894
O 2.53930 -2.84196 2.19365 -0.389
O 2.15477 -4.02235 0.09509 -0.185
C 0.80271 -4.06421 -0.39610 1.901
C -0.08448 -3.89146 0.82944 0.437
O 0.72032 -4.45352 1.87693 -0.429
H 0.70197 -3.30359 -1.16071 -1.513
H 0.65281 -5.06343 -0.81012 -0.130
H -0.97233 -4.50539 0.72672 0.423
H -0.27319 -2.85142 1.08811 -0.279
O -3.34567 -4.85348 -3.58425 -0.555
S -2.23220 -5.31950 -2.87464 1.075
O -2.23125 -5.43150 -1.45949 -0.522
O -1.75778 -6.69964 -3.52124 -0.348
C -0.33346 -6.76102 -3.51115 -0.393
C 0.11843 -5.32923 -3.78456 -0.240
O -0.94170 -4.49848 -3.31590 -0.139
H 0.01646 -7.18823 -2.56981 0.263
H -0.00135 -7.41794 -4.31180 0.341
H 0.22874 -5.16692 -4.85730 0.386
H 1.06336 -5.07689 -3.30668 0.190
C 0.72615 0.88543 6.60765 -1.173
C -0.11996 0.36123 5.46443 0.609
N -1.00929 -0.76034 5.77614 0.040
C -0.25343 -1.93669 6.23626 -1.044
C 0.78079 -2.45479 5.24956 -0.598
C -1.81453 -1.08958 4.59754 -0.123
C -2.95582 -0.11218 4.37784 -1.251
H 1.34129 0.09723 7.04876 0.443
H 0.11217 1.34814 7.37743 0.378
H 1.43121 1.62421 6.22105 -0.204
H -0.76966 1.19522 5.19544 -0.395
H 0.46404 0.16008 4.55277 0.035
H 0.28610 -1.66779 7.14584 0.345
H -0.98079 -2.69532 6.52798 0.540
H 0.36129 -2.81478 4.30552 0.001
H 1.54568 -1.73342 4.96140 0.206
H 1.29254 -3.32209 5.67590 0.556
H -2.19922 -2.09642 4.78149 0.579
H -1.19620 -1.14548 3.68419 -0.013
H -3.70946 -0.50503 3.68967 0.430
H -2.58676 0.85170 4.03510 -0.066
H -3.51258 0.02667 5.30789 0.430
C -4.76080 1.44815 -1.49225 -1.202
C -5.19587 2.73513 -0.80964 -0.476
N -4.36279 3.02656 0.34737 0.566
C -4.56498 2.04758 1.42549 1.035
C -5.93643 2.03436 2.10454 -1.621
C -4.62735 4.38673 0.86396 -0.502
C -4.11532 5.46464 -0.08203 -1.587
H -3.68078 1.52587 -1.63295 0.202
H -5.22695 1.28296 -2.46359 0.502
H -4.96723 0.55546 -0.90141 0.146
H -5.03797 3.51688 -1.55356 0.472
H -6.27295 2.75685 -0.58311 0.366
H -4.28872 1.08484 0.99533 -0.532
H -3.85109 2.18756 2.24265 -0.486
H -5.93645 1.26397 2.87573 0.451
H -6.16984 2.98090 2.59027 0.350
H -6.73259 1.83875 1.38388 0.346
H -4.15054 4.47822 1.83918 0.449
H -5.71880 4.49864 0.93297 0.352
H -3.08914 5.26655 -0.39482 0.317
H -4.24000 6.45350 0.35809 0.400
H -4.71591 5.46658 -0.99288 0.454
C -2.98404 -1.50580 0.24110 -1.701
C -1.86012 -0.49385 0.21741 0.479
N -0.67025 -0.77798 -0.58413 1.359
C 0.29169 0.28990 -0.42161 -0.373
C 1.08109 0.18614 0.89798 -0.084
C -1.10899 -0.89536 -1.97579 -0.483
C -0.04377 -1.28633 -2.99226 -0.708
H -3.78668 -1.33015 -0.48267 0.429
H -3.52156 -1.30519 1.17582 0.262
H -2.78674 -2.57649 0.19537 0.314
H -2.30042 0.50329 0.05739 0.308
H -1.45659 -0.46568 1.23827 -0.737
H 0.96249 0.44032 -1.26874 0.454
H -0.20655 1.27995 -0.36532 -0.038
H 1.94769 0.84170 0.87095 0.472
H 0.40800 0.48360 1.70027 -0.414
H 1.43400 -0.83752 1.02939 -0.287
H -1.53242 0.04207 -2.38181 -0.061
H -1.92488 -1.61884 -2.02230 0.630
H 0.54805 -0.39359 -3.22108 0.100
H -0.40274 -1.64639 -3.95347 0.600
H 0.70431 -1.99815 -2.63085 -0.601
C 0.09550 1.18830 -5.78394 -1.210
C 0.82502 -0.04816 -6.34121 -0.520
N 2.15464 0.34656 -6.80067 0.147
C 3.10035 0.47205 -5.67820 0.014
C 3.40147 1.90781 -5.30750 -1.355
C 2.61935 -0.59976 -7.81857 -0.410
C 3.87253 -0.09932 -8.51631 -1.298
H 0.47522 1.33428 -4.76963 0.039
H -0.98612 1.08179 -5.70855 0.381
H 0.39161 2.01235 -6.42756 0.433
H 0.93328 -0.80570 -5.54889 0.276
H 0.24759 -0.52285 -7.13468 0.596
H 4.05043 -0.00717 -5.92701 0.336
H 2.67770 -0.12733 -4.85991 -0.062
H 4.01983 1.94166 -4.40222 0.340
H 2.50494 2.47994 -5.07086 0.333
H 3.97863 2.43100 -6.06870 0.298
H 2.83813 -1.59445 -7.39476 0.242
H 1.82273 -0.68577 -8.55658 0.458
H 3.98405 -0.56661 -9.50240 0.402
H 3.89245 0.97405 -8.69752 0.307
H 4.79858 -0.40297 -8.02229 0.318